Entry 1:
Here is a structure of composition C36H85GaN9O19 at a distorted geometry from OMol25. Energies are from the ωB97M-V functional and the def2-TZVPD basis.

Computed properties:
* highest occupied orbital energy: -4.6 eV
* gap between HOMO and LUMO: 6.06 eV
* energy relative to the best compared isomer or geometry (same formula, charge and spin): 247.2 kJ/mol
* LUMO energy: 0.055 hartree

ORCA input file:
```
! wB97M-V def2-TZVPD RIJCOSX def2/J DEFGRID3
* xyz -1 1
C 2.546 -4.710 -1.661
C 3.576 -3.784 -2.405
C 2.939 -2.724 -3.389
C 1.432 -2.386 -3.128
C 1.121 -1.027 -3.905
C -0.389 -0.879 -4.314
C -1.126 -0.142 -3.122
C -2.543 0.415 -3.535
C -3.115 1.225 -2.291
C -3.758 0.234 -1.235
C -2.665 -0.173 -0.174
C -2.447 -1.720 -0.011
C -1.033 -1.967 0.682
C -0.902 -1.180 2.030
C 0.490 -1.444 2.749
C 0.605 -0.369 3.914
C 1.300 0.967 3.426
C 0.366 2.251 3.395
Ga -0.107 2.902 1.499
O -1.012 4.571 1.448
C 1.562 3.075 0.266
C 1.652 1.680 -0.518
C 3.105 1.029 -0.387
C 3.933 1.549 -1.613
C 5.438 1.097 -1.632
C 6.040 1.498 -3.048
C 5.889 3.035 -3.370
C 4.602 3.366 -4.258
C 3.677 4.465 -3.561
H 2.292 -4.274 -0.664
H 3.085 -5.668 -1.424
H 1.654 -4.990 -2.259
H 4.243 -4.437 -3.030
H 4.227 -3.245 -1.679
H 3.505 -1.764 -3.239
H 3.094 -3.003 -4.459
H 1.206 -2.227 -2.040
H 0.735 -3.206 -3.451
H 1.415 -0.204 -3.215
H 1.787 -1.026 -4.807
H -0.878 -1.824 -4.641
H -0.448 -0.177 -5.189
H -1.185 -0.889 -2.289
H -0.467 0.691 -2.762
H -2.374 1.151 -4.360
H -3.249 -0.392 -3.834
H -3.839 2.013 -2.627
H -2.233 1.774 -1.874
H -4.211 -0.642 -1.760
H -4.541 0.821 -0.681
H -1.682 0.272 -0.465
H -2.898 0.279 0.824
H -2.370 -2.181 -1.026
H -3.208 -2.221 0.636
H -0.208 -1.747 -0.042
H -1.001 -3.071 0.894
H -1.725 -1.496 2.717
H -0.966 -0.072 1.901
H 1.283 -1.264 1.981
H 0.563 -2.489 3.131
H -0.460 -0.110 4.173
H 1.044 -0.787 4.846
H 2.116 1.186 4.171
H 1.802 0.769 2.447
H -0.597 2.044 3.924
H 0.943 3.077 3.892
H -1.048 1.796 0.802
H -1.623 4.486 0.708
H 2.492 3.262 0.867
H 1.468 3.934 -0.443
H 0.842 0.972 -0.226
H 1.546 1.940 -1.609
H 3.580 1.428 0.534
H 3.050 -0.084 -0.315
H 3.937 2.667 -1.535
H 3.405 1.214 -2.545
H 6.008 1.588 -0.802
H 5.499 -0.020 -1.558
H 5.584 0.877 -3.852
H 7.134 1.267 -3.016
H 5.819 3.592 -2.406
H 6.763 3.426 -3.950
H 4.866 3.722 -5.276
H 3.984 2.435 -4.273
H 2.615 4.115 -3.496
H 3.750 5.451 -4.086
H 3.983 4.638 -2.496
C -0.649 -3.013 7.405
N -0.178 -3.406 6.054
O -1.010 -3.517 5.180
O 1.014 -3.590 5.920
H -1.727 -2.884 7.376
H -0.375 -3.809 8.091
H -0.157 -2.079 7.666
C 7.028 0.035 2.581
N 5.713 0.642 2.252
O 4.859 -0.088 1.803
O 5.593 1.830 2.458
H 6.990 -1.025 2.346
H 7.781 0.539 1.979
H 7.203 0.191 3.642
C -4.068 6.090 2.447
N -4.954 5.287 1.564
O -4.455 4.762 0.594
O -6.126 5.213 1.880
H -3.057 6.065 2.045
H -4.456 7.107 2.461
H -4.100 5.643 3.437
C -0.405 -2.578 11.313
N -0.976 -3.908 10.979
O -1.789 -3.958 10.082
O -0.585 -4.853 11.630
H -0.843 -1.834 10.654
H -0.651 -2.368 12.351
H 0.671 -2.638 11.168
C -0.122 2.120 6.902
N -0.155 0.802 7.585
O -0.010 -0.188 6.901
O -0.324 0.804 8.789
H 0.036 1.961 5.837
H -1.078 2.606 7.082
H 0.697 2.691 7.333
C -1.341 1.053 -8.938
N -1.512 1.091 -7.464
O -2.395 0.414 -6.987
O -0.750 1.799 -6.842
H -2.085 0.383 -9.357
H -1.478 2.066 -9.309
H -0.336 0.691 -9.142
C -6.164 -1.401 1.493
N -6.255 -2.815 1.939
O -5.764 -3.662 1.225
O -6.818 -3.025 2.994
H -5.640 -1.366 0.543
H -7.179 -1.026 1.388
H -5.617 -0.852 2.257
C -7.216 0.938 -3.143
N -7.207 -0.374 -2.449
O -6.979 -1.358 -3.117
O -7.427 -0.363 -1.257
H -7.003 0.776 -4.195
H -8.204 1.372 -3.009
H -6.447 1.556 -2.682
C -0.412 -4.419 -6.328
N -0.382 -3.724 -7.645
O -0.016 -4.363 -8.609
O -0.727 -2.561 -7.660
H -0.081 -5.443 -6.466
H 0.256 -3.882 -5.658
H -1.438 -4.389 -5.967
*
```

=====

Entry 2:
Here is a structure of composition C19H16BN9O4Pt at a distorted geometry from OMol25. Energies are from the ωB97M-V functional and the def2-TZVPD basis.

Computed properties:
* highest occupied orbital energy (spin up / spin down): -12.2 / -12.2 eV
* gap between HOMO and LUMO (spin up / spin down): 4.73 / 4.59 eV
* LUMO energy (spin up / spin down): -0.276 / -0.280 hartree

ORCA input file:
```
! wB97M-V def2-TZVPD RIJCOSX def2/J DEFGRID3
* xyz 1 2
Pt 0.708 -0.916 -0.424
C -3.038 -0.440 -2.275
C -2.275 -1.103 -1.318
N -1.119 -0.463 -1.170
N -1.102 0.582 -2.014
C -2.256 0.622 -2.691
B 0.207 1.411 -2.005
N 0.260 2.181 -0.670
C 0.283 3.492 -0.381
C 0.525 3.632 0.969
C 0.658 2.323 1.442
N 0.489 1.467 0.446
N 1.317 0.364 -1.818
C 2.501 0.404 -2.354
C 3.593 -0.364 -1.976
C 3.542 -1.194 -0.819
N 2.511 -1.372 -0.116
N 0.352 2.297 -3.210
C -0.508 3.253 -3.641
C -0.002 3.793 -4.798
C 1.196 3.098 -5.018
N 1.379 2.218 -4.060
H -4.010 -0.703 -2.633
H -2.517 -1.970 -0.732
H -2.460 1.378 -3.423
H 0.135 4.237 -1.138
H 0.594 4.540 1.534
H 0.878 1.990 2.437
H 2.608 1.135 -3.176
H 4.512 -0.302 -2.531
H 4.467 -1.696 -0.530
H -1.403 3.481 -3.099
H -0.420 4.569 -5.404
H 1.903 3.199 -5.816
O 0.740 -4.419 1.423
C 0.189 -3.354 1.463
O -0.095 -2.555 0.505
C -0.369 -2.842 2.804
C -0.418 -1.477 3.047
C -0.909 -1.013 4.257
C -1.363 -1.909 5.210
C -1.306 -3.270 4.940
C -0.804 -3.758 3.744
N -1.768 -4.237 5.935
O -1.706 -5.403 5.640
O -2.175 -3.783 6.975
H -0.071 -0.780 2.288
H -0.933 0.047 4.453
H -1.749 -1.565 6.157
H -0.772 -4.823 3.571
*
```

=====

Entry 3:
Here is the molecule C2H6N2O at a distorted geometry from OMol25. Energies are from the ωB97M-V functional and the def2-TZVPD basis.

Computed properties:
* highest occupied orbital energy: -9.4 eV
* gap between HOMO and LUMO: 10.27 eV
* energy relative to the best compared isomer or geometry (same formula, charge and spin): 506.2 kJ/mol
* LUMO energy: 0.031 hartree

ORCA input file:
```
! wB97M-V def2-TZVPD RIJCOSX def2/J DEFGRID3
* xyz 0 1
C -1.315 -0.785 0.055
N 0.108 -0.236 -0.040
C 0.468 1.150 -0.008
N 1.154 -1.110 -0.106
O 2.325 -0.666 0.067
H -1.006 -1.765 0.103
H -2.105 -0.591 0.813
H -1.803 -0.671 -0.891
H 0.761 1.525 1.040
H 1.705 1.152 -0.437
H -0.293 1.996 -0.594
*
```

=====

Entry 4:
Here is the ion C2H2N2OP with charge +1 at a distorted geometry from OMol25. Energies are from the ωB97M-V functional and the def2-TZVPD basis.

Computed properties:
* highest occupied orbital energy (spin up / spin down): -15.3 / -15.3 eV
* gap between HOMO and LUMO (spin up / spin down): 7.89 / 7.89 eV
* energy relative to the best compared isomer or geometry (same formula, charge and spin): 175.0 kJ/mol
* LUMO energy (spin up / spin down): -0.271 / -0.271 hartree

ORCA input file:
```
! wB97M-V def2-TZVPD RIJCOSX def2/J DEFGRID3
* xyz 1 1
C -1.581 -0.864 -0.529
C -0.484 -0.884 0.176
N 0.566 -0.322 0.185
N 1.680 0.050 0.099
P 2.029 1.734 0.255
O 2.080 1.982 1.661
H -1.945 -1.698 -1.243
H -2.344 0.002 -0.603
*
```

=====

Entry 5:
Here is the molecule C10H11ClN6OS from OMol25. Energies are from the ωB97M-V functional and the def2-TZVPD basis.

Computed properties:
* highest occupied orbital energy: -8.4 eV
* gap between HOMO and LUMO: 8.93 eV
* LUMO energy: 0.020 hartree

ORCA input file:
```
! wB97M-V def2-TZVPD RIJCOSX def2/J DEFGRID3
* xyz 0 1
C 1.085 3.211 0.309
C 1.360 1.713 0.281
S 1.919 1.225 -1.402
C 2.556 -0.340 -1.012
N 2.932 -1.209 -1.918
N 3.369 -2.258 -1.173
C 3.231 -1.957 0.140
N 3.642 -2.755 1.159
N 2.716 -0.753 0.270
C 0.107 0.955 0.707
O -0.043 0.562 1.840
N -0.816 0.841 -0.288
C -2.099 0.322 -0.232
C -2.673 -0.209 0.925
C -3.971 -0.674 0.849
C -4.643 -0.596 -0.366
Cl -6.268 -1.160 -0.508
C -3.986 -0.055 -1.462
N -2.748 0.391 -1.391
H 1.983 3.760 0.040
H 0.296 3.472 -0.394
H 0.777 3.505 1.310
H 2.166 1.448 0.968
H 3.752 -3.073 -1.621
H 3.655 -3.747 0.989
H 3.290 -2.475 2.061
H -0.551 1.163 -1.214
H -2.112 -0.246 1.843
H -4.460 -1.090 1.717
H -4.467 0.026 -2.426
*
```

=====

Entry 6:
Here is a cluster of 9 separate species, C42H94F4IN4O10S in total at a distorted geometry from OMol25. Energies are from the ωB97M-V functional and the def2-TZVPD basis.

Computed properties:
* highest occupied orbital energy: -10.9 eV
* gap between HOMO and LUMO: 8.03 eV
* energy relative to the best compared isomer or geometry (same formula, charge and spin): 59.2 kJ/mol
* LUMO energy: -0.104 hartree

ORCA input file:
```
! wB97M-V def2-TZVPD RIJCOSX def2/J DEFGRID3
* xyz 1 1
C 1.089 -2.026 2.183
C 0.304 -1.433 1.017
N 0.996 -1.658 -0.252
C 0.990 -2.657 -1.151
N 0.264 -3.794 -1.099
S 0.420 -4.868 -2.439
C -0.657 -4.190 -0.059
C -2.037 -3.606 -0.330
O -2.220 -2.624 -0.995
I -3.692 -4.665 0.531
N 1.800 -2.399 -2.202
C 2.296 -1.197 -1.959
C 3.174 -0.595 -3.003
C 4.049 -1.689 -3.693
O 5.267 -1.113 -4.115
N 1.848 -0.713 -0.791
C 2.107 0.582 -0.203
F 2.426 0.455 1.092
F 3.150 1.125 -0.814
C 0.856 1.529 -0.380
F 0.614 2.192 0.751
F 1.161 2.411 -1.350
H 0.696 -1.661 3.122
H 2.128 -1.733 2.113
H 1.053 -3.109 2.200
H -0.700 -1.818 0.969
H 0.209 -0.374 1.218
H -0.874 -4.926 -2.811
H -0.761 -5.266 -0.109
H -0.334 -3.964 0.948
H 3.860 0.158 -2.646
H 2.557 -0.130 -3.766
H 3.526 -2.052 -4.562
H 4.276 -2.481 -2.986
H 5.727 -0.793 -3.339
H -0.016 0.982 -0.734
C 1.238 2.373 3.721
C 0.802 1.966 5.119
O 1.743 2.273 6.124
C 2.058 3.647 6.280
C 0.867 4.512 6.654
H 2.216 1.947 3.488
H 0.515 2.026 2.992
H 1.318 3.457 3.621
H 0.675 0.882 5.150
H -0.175 2.401 5.360
H 2.547 4.032 5.377
H 2.799 3.686 7.077
H 0.127 4.547 5.852
H 1.190 5.534 6.851
H 0.373 4.121 7.544
C 8.539 2.901 -2.607
C 7.307 2.860 -3.493
O 6.204 2.180 -2.912
C 5.708 2.722 -1.704
C 5.189 4.145 -1.814
H 8.822 1.895 -2.296
H 9.373 3.349 -3.147
H 8.374 3.493 -1.706
H 7.535 2.313 -4.407
H 7.014 3.870 -3.797
H 6.462 2.646 -0.911
H 4.886 2.072 -1.420
H 5.987 4.852 -2.038
H 4.730 4.456 -0.874
H 4.446 4.222 -2.611
C 6.429 9.143 1.692
C 5.727 8.459 0.532
O 6.033 7.081 0.407
C 5.689 6.265 1.509
C 4.200 6.253 1.822
H 7.507 8.985 1.633
H 6.230 10.214 1.673
H 6.091 8.760 2.657
H 6.050 8.913 -0.404
H 4.643 8.606 0.596
H 6.268 6.549 2.394
H 6.003 5.255 1.240
H 3.848 7.229 2.158
H 3.989 5.533 2.615
H 3.624 5.982 0.936
C -5.263 4.690 3.997
C -5.724 3.500 4.821
O -4.950 2.329 4.624
C -3.582 2.431 4.956
C -3.315 2.765 6.414
H -5.213 4.427 2.939
H -5.955 5.522 4.120
H -4.273 5.036 4.299
H -6.738 3.229 4.528
H -5.763 3.758 5.884
H -3.082 3.150 4.295
H -3.153 1.452 4.732
H -3.670 3.763 6.671
H -2.244 2.731 6.618
H -3.822 2.056 7.070
C 1.095 5.448 -0.599
C 0.207 5.300 -1.827
O -0.896 6.181 -1.834
C -0.588 7.564 -1.815
C 0.227 8.030 -3.010
H 0.503 5.350 0.314
H 1.874 4.688 -0.597
H 1.585 6.422 -0.571
H -0.220 4.300 -1.855
H 0.799 5.414 -2.744
H -0.087 7.833 -0.878
H -1.550 8.075 -1.813
H 1.226 7.589 -3.018
H 0.344 9.113 -2.985
H -0.267 7.750 -3.941
C -3.155 -10.856 -1.509
C -2.792 -9.456 -1.043
O -3.703 -8.912 -0.107
C -3.844 -9.625 1.109
C -2.565 -9.725 1.923
H -4.176 -10.879 -1.892
H -2.475 -11.178 -2.297
H -3.090 -11.583 -0.698
H -2.812 -8.777 -1.897
H -1.770 -9.433 -0.644
H -4.263 -10.618 0.917
H -4.591 -9.077 1.685
H -1.805 -10.319 1.414
H -2.767 -10.198 2.883
H -2.147 -8.732 2.100
C -7.425 -10.232 0.876
C -7.371 -9.795 -0.578
O -7.442 -10.863 -1.503
C -8.619 -11.649 -1.455
C -9.892 -10.871 -1.740
H -6.654 -10.979 1.073
H -7.263 -9.375 1.531
H -8.387 -10.674 1.140
H -6.414 -9.306 -0.770
H -8.151 -9.053 -0.786
H -8.693 -12.171 -0.495
H -8.487 -12.416 -2.218
H -10.099 -10.131 -0.965
H -10.744 -11.548 -1.786
H -9.812 -10.342 -2.691
C -1.914 -0.988 -5.283
C -0.702 -0.531 -4.490
O 0.301 0.094 -5.265
C -0.085 1.282 -5.943
C -0.539 2.397 -5.016
H -1.607 -1.625 -6.112
H -2.597 -1.546 -4.641
H -2.466 -0.145 -5.700
H -0.222 -1.405 -4.039
H -1.004 0.122 -3.660
H -0.852 1.062 -6.691
H 0.801 1.604 -6.489
H -1.461 2.141 -4.491
H -0.725 3.306 -5.585
H 0.225 2.605 -4.263
*
```

=====

Entry 7:
Here is the molecule C7H10O at a distorted geometry from OMol25. Energies are from the ωB97M-V functional and the def2-TZVPD basis.

Computed properties:
* highest occupied orbital energy: -8.7 eV
* gap between HOMO and LUMO: 9.61 eV
* energy relative to the best compared isomer or geometry (same formula, charge and spin): 835.0 kJ/mol
* LUMO energy: 0.034 hartree

ORCA input file:
```
! wB97M-V def2-TZVPD RIJCOSX def2/J DEFGRID3
* xyz 0 1
C 0.594 0.443 2.160
C 0.604 0.726 0.814
C -0.567 0.707 -0.148
C -1.422 -0.650 -0.047
C -0.108 -1.687 -0.045
O 1.013 -0.842 -0.977
C 0.118 0.155 -1.321
C 0.222 1.692 -1.364
H 1.542 0.240 2.776
H -0.344 0.260 2.328
H 1.681 0.747 0.504
H -1.631 -0.817 0.993
H -2.040 -0.689 -0.988
H -0.329 -2.577 -0.461
H 0.414 -2.032 0.888
H -0.388 -0.223 -2.358
H 0.919 2.382 -0.643
H -0.278 2.163 -2.111
*
```

=====

Entry 8:
Here is the molecule C7H14BNO at a distorted geometry from OMol25. Energies are from the ωB97M-V functional and the def2-TZVPD basis.

Computed properties:
* highest occupied orbital energy (spin up / spin down): -3.4 / -10.0 eV
* gap between HOMO and LUMO (spin up / spin down): 4.14 / 7.67 eV
* LUMO energy (spin up / spin down): 0.028 / -0.087 hartree

ORCA input file:
```
! wB97M-V def2-TZVPD RIJCOSX def2/J DEFGRID3
* xyz 0 3
B -0.282 -2.033 0.268
C 2.361 0.430 0.269
C 1.079 1.158 -0.015
C 2.189 -0.976 -0.302
C 0.027 0.232 -0.572
C -1.291 0.027 0.074
C -1.586 0.771 1.411
C -2.411 0.257 -1.104
N 0.813 -1.299 -0.226
O -1.457 -1.324 0.355
H -0.160 -3.238 0.524
H 3.133 1.014 -0.200
H 2.609 0.486 1.289
H 0.624 1.722 0.785
H 1.302 1.907 -0.838
H 2.439 -1.017 -1.440
H 2.731 -1.740 0.243
H -0.089 0.142 -1.618
H -0.741 0.472 2.086
H -2.459 0.369 1.802
H -1.300 1.877 1.259
H -2.104 -0.629 -1.710
H -2.073 1.150 -1.745
H -3.354 0.240 -0.595
*
```

=====

Results for DFT total energy: -5268.9197 -1671.1716 -264.3945 -603.0790 -1649.8753 -3723.0202 -347.6451 -429.7642 (in hartree, following the order of the records).